{"formula": "C25H23N4ORhS4", "method": "ωB97M-V with the def2-TZVPD basis set", "species": ["Rh", "S", "N", "C", "C", "C", "C", "C", "N", "C", "C", "N", "C", "C", "C", "C", "C", "N", "H", "H", "H", "H", "H", "H", "S", "C", "S", "S", "C", "C", "C", "C", "C", "C", "C", "C", "C", "C", "C", "C", "O", "H", "H", "H", "H", "H", "H", "H", "H", "H", "H", "H", "H", "H", "H", "H", "H", "H"], "positions_angstrom": [[-1.06862, -0.78761, 0.00689], [4.70818, -5.57411, -0.02821], [4.68848, -3.94451, -0.02461], [3.42778, -3.54111, -0.01641], [2.97618, -2.18731, -0.01031], [3.82508, -1.09971, -0.00781], [3.27328, 0.18039, -0.00251], [1.89678, 0.32259, -0.00371], [1.04618, -0.69781, 0.00009], [1.55968, -1.97801, -0.00551], [0.64628, -3.03771, -0.00911], [-0.70932, -2.73301, -0.01071], [-1.56702, -3.75381, -0.02651], [-1.19792, -5.08551, -0.03131], [0.15458, -5.41891, -0.02381], [1.08568, -4.39981, -0.01531], [2.49758, -4.62541, -0.01571], [3.09418, -5.80621, -0.02131], [4.89228, -1.25921, -0.01301], [3.90108, 1.05539, 0.00499], [1.47378, 1.31839, -0.00611], [-2.62302, -3.51861, -0.03171], [-1.95902, -5.84771, -0.04001], [0.48918, -6.44371, -0.02521], [-6.03832, -0.18591, 0.57969], [-4.41182, 0.06469, 0.22009], [-4.12912, 1.71009, 0.04699], [-3.35142, -1.25391, 0.09519], [0.26348, 1.12189, -2.84861], [-0.73402, 2.26189, -2.61081], [-2.16202, 1.74759, -2.80251], [-0.51172, 2.93039, -1.27251], [-0.00922, 4.21519, -1.23001], [0.22628, 4.85929, -0.02461], [-0.03972, 4.21289, 1.17189], [-0.53752, 2.92399, 1.20599], [-0.71612, 2.25879, 2.55379], [-1.99672, 1.44639, 2.73789], [0.49258, 1.36669, 2.86389], [-0.76752, 2.25189, -0.03671], [-1.19082, 1.04179, -0.05081], [0.24608, 0.82849, -3.89511], [-0.00332, 0.24449, -2.24881], [1.27678, 1.42559, -2.59491], [-0.54932, 3.02979, -3.37141], [-2.35742, 0.89099, -2.15581], [-2.29742, 1.42869, -3.83351], [-2.89312, 2.52179, -2.58221], [0.20988, 4.73159, -2.15461], [0.62408, 5.86259, -0.01861], [0.15668, 4.72659, 2.10289], [-0.73202, 3.07119, 3.28999], [-1.95292, 0.50689, 2.17369], [-2.87152, 2.00939, 2.42419], [-2.11172, 1.19319, 3.78979], [0.43878, 0.44789, 2.27679], [0.49138, 1.09559, 3.91639], [1.42748, 1.87489, 2.63949]], "atomic_forces_ev_per_a": [[0.2, -1.4, 0.4], [-1.0, 0.8, 0.0], [0.2, 0.1, 0.0], [0.6, -1.1, 0.0], [-0.1, 1.1, 0.0], [-0.4, -0.5, 0.0], [-0.3, 0.3, 0.0], [0.4, 0.2, 0.0], [-0.3, -0.4, -0.1], [0.2, -0.2, 0.0], [0.5, -0.2, 0.0], [0.5, -0.7, -0.1], [-0.5, -0.9, 0.0], [-0.4, 0.4, 0.0], [0.6, 0.5, 0.0], [-1.1, -0.1, 0.0], [1.2, -0.4, 0.0], [0.0, -0.3, 0.0], [0.1, 0.0, 0.0], [0.0, 0.1, 0.0], [-0.1, 0.0, 0.0], [0.1, 0.1, 0.0], [-0.1, 0.0, 0.0], [0.1, -0.1, 0.0], [0.2, 0.3, -0.1], [0.1, 0.2, 0.1], [-0.5, -0.2, 0.0], [-0.1, -0.1, 0.0], [-0.1, 0.0, 0.1], [-0.1, -0.2, -0.1], [0.1, 0.0, 0.0], [0.0, 0.1, -0.5], [-0.1, -0.2, -0.2], [0.0, 0.0, 0.0], [-0.1, -0.2, 0.2], [0.0, 0.1, 0.5], [0.0, -0.2, 0.1], [0.0, 0.0, -0.1], [0.0, 0.1, -0.1], [0.0, 0.2, 0.1], [0.2, 2.6, -0.3], [0.0, 0.0, -0.1], [0.1, 0.2, -0.2], [0.1, 0.0, 0.0], [0.0, 0.0, 0.1], [-0.1, 0.1, -0.1], [0.0, 0.0, -0.1], [-0.1, 0.0, 0.0], [0.0, 0.0, -0.1], [0.0, 0.1, 0.0], [0.0, 0.0, 0.1], [0.0, 0.0, -0.1], [-0.2, 0.3, 0.2], [-0.1, -0.1, 0.0], [0.0, 0.0, 0.1], [0.1, 0.0, 0.0], [0.0, -0.1, 0.1], [0.2, 0.0, 0.0]], "lowdin_spin": [1.017, 0.030, 0.013, -0.004, 0.054, 0.043, 0.102, 0.012, 0.134, 0.104, 0.125, 0.138, 0.035, 0.103, 0.073, 0.050, -0.004, 0.007, 0.000, 0.007, 0.000, 0.000, 0.006, 0.002, 0.531, 0.011, 0.421, 0.015, 0.009, 0.011, 0.010, 0.122, -0.005, 0.162, -0.007, 0.126, 0.012, 0.004, 0.010, 0.090, 0.415, 0.001, 0.001, 0.000, 0.000, 0.002, 0.001, 0.002, -0.003, 0.009, -0.003, 0.001, 0.000, 0.001, 0.000, 0.000, 0.001, 0.000], "s2": 6.063, "lumo_ha": [-0.0148, -0.1121], "charge": 0, "relative_energy_ev": 1.090, "spin_multiplicity": 5, "homo_ev": [-5.57, -8.24]}